Entry 1:
Computed, not measured: C31H47NO3P2SSc as an isolated structure in a non-equilibrium geometry, with wB97M-V/def2-TZVPD.

- Charge: +1
- Largest force on an atom: 2.35 eV/Å
- HOMO: -10.55 eV
- Spin multiplicity: 1
- Frontier orbital gap: 7.44 eV
- Energy relative to the best compared isomer or geometry (same formula, charge and spin): 0.0 kJ/mol

Atoms and positions in Å:
Sc: 0.37 0.11 -0.43
C: 0.96 1.57 1.46
C: -0.44 1.28 1.57
C: 0.75 -0.66 2.03
C: 1.69 0.37 1.74
C: -0.56 -0.12 1.89
C: 1.59 2.90 1.19
H: 0.88 3.58 0.71
H: 2.46 2.79 0.53
H: 1.94 3.37 2.13
C: 3.17 0.23 1.80
H: 3.66 0.93 1.12
H: 3.48 -0.78 1.52
H: 3.53 0.43 2.82
C: 1.10 -2.02 2.53
H: 1.57 -1.96 3.52
H: 1.78 -2.54 1.85
H: 0.20 -2.63 2.62
C: -1.82 -0.87 2.15
H: -1.90 -1.14 3.21
H: -1.85 -1.80 1.57
H: -2.70 -0.28 1.88
C: -1.56 2.26 1.54
H: -1.83 2.58 2.56
H: -2.45 1.82 1.09
H: -1.29 3.15 0.97
C: -1.48 2.60 -5.68
C: -1.57 3.69 -4.89
C: -2.80 4.51 -4.69
C: -4.12 3.73 -4.54
C: -4.03 2.40 -3.85
C: -3.95 1.22 -4.50
C: -3.56 1.03 -5.94
C: -2.58 2.08 -6.55
H: -2.92 5.22 -5.53
H: -4.60 3.63 -5.53
H: -2.65 5.14 -3.79
H: -3.17 2.91 -6.95
H: -0.50 2.13 -5.83
H: -0.66 4.13 -4.47
H: -2.10 1.59 -7.42
H: -3.12 0.02 -6.05
H: -4.31 0.31 -4.00
H: -4.46 1.03 -6.57
H: -4.80 4.36 -3.94
H: -4.22 2.41 -2.77
P: -0.15 1.59 -2.52
P: -2.04 -0.97 -1.38
C: -1.08 0.48 -3.66
C: -1.63 -0.87 -3.18
H: -0.47 0.34 -4.57
H: -1.91 1.12 -3.97
H: -2.55 -1.11 -3.73
H: -0.90 -1.67 -3.37
C: -2.31 -2.77 -1.18
H: -1.97 -3.07 -0.18
H: -1.73 -3.32 -1.92
H: -3.38 -2.98 -1.29
C: -3.70 -0.24 -1.25
H: -4.38 -0.70 -1.98
H: -3.67 0.84 -1.41
H: -4.09 -0.42 -0.24
C: 1.18 2.35 -3.49
H: 1.96 2.67 -2.80
H: 0.85 3.21 -4.08
H: 1.61 1.60 -4.17
C: -1.29 2.87 -1.90
H: -2.00 2.45 -1.18
H: -1.86 3.35 -2.70
H: -0.69 3.64 -1.38
O: 2.35 0.26 -1.21
C: 2.36 -1.02 -1.40
N: 1.20 -1.68 -1.22
S: 1.32 -3.36 -1.37
O: 0.98 -3.94 -0.10
O: 0.62 -3.77 -2.57
C: 3.07 -3.23 -1.60
C: 4.00 -4.27 -1.53
C: 5.36 -3.95 -1.56
C: 5.77 -2.60 -1.57
C: 4.83 -1.57 -1.60
C: 3.48 -1.91 -1.65
H: 3.65 -5.30 -1.47
H: 6.11 -4.74 -1.54
H: 6.84 -2.37 -1.56
H: 5.10 -0.51 -1.60

***

Entry 2:
Computed, not measured: C31H48BBe2BrF4N5O21P2S3 as an isolated structure in a non-equilibrium geometry, with wB97M-V/def2-TZVPD.

- Charge: +1
- Largest force on an atom: 7.97 eV/Å
- HOMO: -8.50 eV
- Spin multiplicity: 1
- Frontier orbital gap: 1.54 eV

Atoms and positions in Å:
C: 2.10 2.66 3.49
C: 2.79 1.19 3.11
B: 2.79 0.92 1.46
O: 4.07 1.16 0.77
C: 1.37 0.45 0.74
C: 0.95 -1.01 0.78
O: 1.84 -1.95 1.47
N: 2.36 -2.86 0.64
O: 3.04 -3.59 1.39
C: -0.49 -1.47 0.05
O: -1.28 -2.40 0.59
C: -0.83 -0.63 -1.35
C: -1.59 -1.37 -2.64
C: -2.04 -2.95 -2.67
C: -1.06 -3.69 -3.80
O: 0.25 -4.09 -3.23
C: -1.78 -5.04 -4.46
F: -2.51 -4.66 -5.73
F: -2.76 -5.66 -3.52
F: -0.80 -6.09 -4.85
C: -1.89 -0.39 -3.96
C: -2.68 -0.95 -5.32
C: -4.29 -0.50 -5.29
S: -5.26 -1.39 -3.91
C: -5.20 -0.34 -2.32
N: -4.38 -0.53 -1.06
N: -4.69 0.49 -0.13
C: -5.70 1.39 -0.79
O: -6.01 0.89 -2.14
C: -1.41 1.20 -4.01
C: -1.75 2.08 -5.37
C: -0.60 1.97 -6.54
N: 0.64 1.40 -6.42
C: -0.61 1.95 -2.74
P: -0.03 3.79 -2.82
O: 1.45 4.07 -1.88
O: 0.41 4.28 -4.47
S: -1.49 5.01 -2.29
C: -0.36 0.98 -1.40
C: 0.36 1.56 0.00
O: 0.13 2.76 0.52
H: 2.45 3.41 2.67
H: 2.39 2.99 4.59
H: 0.94 2.49 3.42
H: 2.19 0.38 3.70
H: 3.88 1.21 3.56
H: 4.40 2.06 1.12
H: -1.87 -3.54 -1.68
H: -3.15 -3.14 -3.01
H: -0.81 -2.96 -4.71
H: 0.82 -4.27 -4.06
H: -2.17 -0.52 -6.31
H: -2.69 -2.11 -5.41
H: -4.45 0.64 -5.10
H: -4.83 -0.77 -6.32
H: -6.27 2.35 -0.42
H: -1.90 3.20 -4.99
H: -2.77 1.78 -5.88
H: -0.90 2.39 -7.61
H: 1.08 1.50 -7.39
H: 1.27 4.83 -1.23
H: -0.27 4.97 -4.80
Be: 2.94 3.05 0.37
C: -8.32 1.83 3.00
N: -7.47 2.95 2.50
O: -7.33 3.93 3.24
O: -6.97 2.81 1.38
H: -8.69 2.09 4.00
H: -9.14 1.70 2.30
H: -7.69 0.94 3.05
C: -0.35 -4.52 5.76
S: 0.26 -2.95 5.09
O: -0.02 -1.89 6.12
C: -1.01 -2.80 3.81
H: 0.27 -4.80 6.61
H: -1.39 -4.41 6.09
H: -0.28 -5.30 4.99
H: -2.00 -2.80 4.26
H: -0.91 -3.63 3.10
H: -0.85 -1.86 3.28
F: -7.24 4.50 0.17
C: 5.61 -3.77 3.06
O: 6.17 -3.03 4.00
H: 6.27 -4.25 2.32
H: 5.01 -4.64 3.38
H: 4.89 -3.27 2.39
Be: -2.14 0.39 0.16
C: 6.64 8.23 2.98
O: 6.01 6.98 2.79
P: 4.94 6.45 3.88
O: 4.18 5.23 3.46
O: 4.04 7.75 4.20
C: 3.22 8.25 3.17
O: 5.83 6.28 5.21
C: 6.71 5.17 5.27
H: 6.25 8.93 2.24
H: 6.47 8.63 3.99
H: 7.72 8.12 2.83
H: 2.97 7.48 2.44
H: 3.73 9.07 2.67
H: 2.29 8.63 3.61
H: 7.70 5.53 5.55
H: 6.78 4.66 4.31
H: 6.35 4.47 6.03
O: 3.98 -1.54 -1.78
H: 4.42 -1.03 -1.08
H: 3.35 -2.10 -1.29
Br: 5.32 3.50 3.53
C: -2.47 -8.74 -2.19
C: -1.06 -9.23 -2.30
O: -0.93 -10.12 -1.21
C: -2.19 -10.55 -0.90
O: -2.44 -11.46 -0.13
O: -3.14 -9.83 -1.58
H: -2.91 -8.51 -3.16
H: -2.56 -7.86 -1.54
H: -0.88 -9.77 -3.23
H: -0.33 -8.41 -2.22

***

Entry 3:
Computed, not measured: C31H48FN7O15Rb as an isolated structure in a non-equilibrium geometry, with wB97M-V/def2-TZVPD.

- Charge: -1
- Largest force on an atom: 3.98 eV/Å
- HOMO: -5.21 eV
- Spin multiplicity: 1
- Frontier orbital gap: 6.22 eV

Atoms and positions in Å:
Rb: -16.32 -9.83 -11.83
C: -13.40 -10.74 -11.66
O: -13.61 -9.48 -11.35
O: -14.27 -11.32 -12.51
O: -12.41 -11.43 -11.14
C: -17.03 -3.03 -6.94
C: -16.11 -3.80 -7.60
C: -16.41 -4.59 -8.71
C: -17.69 -4.50 -9.14
C: -18.68 -3.69 -8.53
C: -18.34 -2.97 -7.37
N: -18.10 -5.23 -10.40
O: -17.30 -5.93 -11.01
O: -19.22 -4.95 -10.84
H: -16.74 -2.52 -6.05
H: -15.11 -3.83 -7.25
H: -15.80 -5.35 -9.10
H: -19.69 -3.78 -8.83
H: -19.08 -2.42 -6.81
C: -18.93 -8.23 -15.70
C: -19.81 -9.34 -15.63
C: -20.27 -9.81 -14.42
C: -19.73 -9.18 -13.26
C: -18.96 -8.02 -13.34
C: -18.50 -7.57 -14.57
N: -20.09 -9.69 -11.93
O: -19.26 -9.57 -11.00
O: -21.22 -10.17 -11.87
H: -18.61 -7.92 -16.71
H: -20.20 -9.78 -16.57
H: -20.99 -10.63 -14.27
H: -18.66 -7.49 -12.44
H: -17.82 -6.72 -14.64
C: -11.26 -7.56 -10.93
C: -11.27 -8.66 -9.78
O: -12.31 -8.16 -8.91
C: -12.83 -7.01 -9.32
O: -13.77 -6.46 -8.86
O: -12.19 -6.58 -10.44
F: -10.10 -8.56 -9.05
H: -11.63 -7.93 -11.84
H: -10.31 -7.00 -11.06
H: -11.45 -9.72 -10.13
C: -16.24 -13.07 -10.69
C: -16.91 -13.54 -11.92
O: -17.51 -12.79 -12.68
N: -16.72 -14.88 -12.18
C: -16.87 -15.34 -13.57
H: -15.77 -13.84 -10.03
H: -16.96 -12.52 -10.08
H: -15.34 -12.46 -11.00
H: -15.98 -15.34 -11.60
H: -15.89 -15.44 -13.94
H: -17.42 -14.64 -14.16
H: -17.45 -16.27 -13.57
C: -14.19 -9.31 -15.71
C: -14.50 -7.98 -15.02
O: -15.02 -7.00 -15.57
N: -14.34 -8.02 -13.67
C: -14.59 -6.83 -12.85
H: -15.01 -9.69 -16.28
H: -13.89 -10.05 -15.00
H: -13.32 -9.23 -16.38
H: -13.90 -8.77 -13.13
H: -15.66 -6.67 -12.78
H: -14.09 -5.92 -13.19
H: -14.16 -7.10 -11.89
C: -14.99 -11.16 -8.27
C: -15.96 -10.03 -8.24
O: -16.97 -9.96 -8.90
N: -15.60 -8.92 -7.53
C: -16.33 -7.67 -7.63
H: -15.63 -12.02 -8.52
H: -14.52 -11.30 -7.28
H: -14.17 -11.08 -9.07
H: -14.58 -8.80 -7.33
H: -15.80 -6.99 -7.01
H: -17.38 -7.78 -7.31
H: -16.26 -7.34 -8.70
C: -18.62 -12.42 -15.48
C: -17.34 -12.75 -16.25
O: -17.25 -13.14 -17.42
N: -16.17 -12.61 -15.49
C: -14.92 -13.06 -16.15
H: -19.06 -13.27 -14.92
H: -19.38 -12.05 -16.16
H: -18.39 -11.63 -14.75
H: -16.09 -12.33 -14.57
H: -14.31 -12.12 -16.31
H: -15.22 -13.53 -17.08
H: -14.22 -13.63 -15.52
C: -12.62 -14.19 -12.91
C: -13.25 -14.85 -11.73
O: -13.94 -15.84 -11.83
N: -12.95 -14.27 -10.56
C: -13.42 -14.88 -9.32
H: -12.59 -14.79 -13.83
H: -11.61 -13.86 -12.72
H: -13.19 -13.24 -13.06
H: -12.82 -13.28 -10.60
H: -14.01 -14.25 -8.70
H: -12.50 -15.09 -8.76
H: -13.93 -15.77 -9.62